Density functional theory data (the ωB97M-V functional and the def2-TZVPD basis) for a structure of composition C14H23Cl2IrN2S4.

- Total charge: +2
- LUMO: -6.05 eV
- E_HOMO: -13.489 eV
- Frontier orbital gap: 7.44 eV

Each line ends with the Mulliken charge.
Positions of all 46 atoms, in Å:
H  -0.91965  1.32834  2.29308  0.397
Ir  0.40243  0.56780  0.09821  1.101
H  2.39187  -0.42680  1.35089  0.364
H  2.79854  2.77826  -0.89564  0.297
Cl  2.28827  -4.31450  -0.45350  -0.194
H  0.68424  -0.36914  -3.40571  0.415
S  0.99430  -1.70979  -0.10283  -0.468
S  -0.12113  2.93439  0.08948  0.008
N  2.12105  0.56388  1.35589  -0.583
H  -1.48117  0.71554  -3.71031  0.571
H  0.17703  3.73694  -2.15697  0.418
N  -0.48377  0.43572  2.07273  -0.550
H  -1.63540  -6.60591  1.09447  0.407
C  -1.89529  -4.48378  1.12607  -0.803
C  -2.52324  1.68407  -0.78601  -0.737
C  0.55288  0.14774  3.10062  -0.588
H  0.77432  -0.91941  3.05504  0.329
S  -1.43283  0.36160  -1.36347  0.071
C  0.66676  -4.32159  0.15415  0.051
C  0.84999  3.60306  -1.31377  -0.662
C  0.10401  -5.55778  0.40718  -0.812
H  -0.94974  2.17905  -2.88741  0.200
H  -3.33538  1.79480  -1.50590  0.555
H  0.18388  0.38225  4.09796  0.474
H  1.20976  4.58862  -1.02104  0.534
H  2.61165  0.73168  3.42329  0.454
H  -1.22104  -0.26581  2.11531  0.050
S  1.70478  0.92925  -1.77372  -0.027
C  0.60290  0.69891  -3.19458  -0.819
H  2.49598  3.02793  -2.59879  0.562
C  1.78434  0.94961  2.74884  -0.605
C  -0.01900  -3.10696  0.36646  0.091
H  1.58176  2.02093  2.77995  0.334
H  0.69045  -6.44537  0.21696  0.445
H  2.92896  1.07499  1.00884  0.306
H  -2.90447  -4.51873  1.51131  0.445
H  1.02555  1.23809  -4.04260  0.532
Cl  -2.38188  -1.90897  1.23790  -0.293
C  2.02650  2.71371  -1.66513  -0.817
H  -2.95962  1.29215  0.13267  0.374
C  -0.83020  1.09992  -2.92446  -0.636
C  -1.31668  -3.24965  0.86552  1.143
H  -1.80901  3.64295  -1.44540  0.471
H  -2.40426  3.59476  0.19620  0.488
C  -1.18645  -5.64355  0.89474  -0.450
C  -1.84202  3.03079  -0.54651  -0.848

=====

Density functional theory data (the ωB97M-V functional and the def2-TZVPD basis) for a structure of composition C14H23IrN5OS at a distorted geometry.

- Total charge: +4
- LUMO (spin up / spin down): -16.33 / -17.68 eV
- Spin multiplicity: 2
- E_HOMO (spin up / spin down): -22.612 / -22.605 eV
- Frontier orbital gap (spin up / spin down): 6.28 / 4.92 eV

Each line ends with the Löwdin spin population.
Positions of all 45 atoms, in Å:
H  -2.51798  -4.43476  0.80163  0.000
C  -1.43741  -4.52103  0.90521  0.004
C  0.69614  3.19262  -0.48043  0.008
H  -1.59192  4.16486  -1.03745  0.000
H  -1.11867  -4.07232  1.84550  0.000
N  -0.45209  2.56067  -0.42967  0.016
H  1.15523  4.94779  -1.60506  0.001
S  -2.76625  0.95490  0.17675  0.508
H  -1.27195  -5.36252  -1.80135  0.001
H  -4.82087  2.62676  -0.55179  0.000
H  3.38183  3.69248  -0.88852  0.000
N  1.52685  0.95895  -0.18644  0.011
C  2.49688  0.03691  -0.17029  -0.006
H  0.71265  -5.53018  -0.45851  0.000
Ir  -0.46902  0.63743  0.11443  0.285
H  -1.94537  -0.00313  2.79657  0.004
H  -1.19601  -5.58230  0.93252  0.001
N  -0.56533  -1.33841  -0.07043  0.012
C  3.13951  2.65674  -0.68511  -0.003
H  -2.48338  -4.10675  -1.59801  0.000
H  2.21165  -0.98292  0.05235  0.000
H  1.30009  -4.21988  0.56642  0.000
C  -2.79875  2.60369  -0.46294  0.046
C  0.86356  4.66161  -0.58573  0.001
H  5.17497  1.97157  -0.91449  0.000
H  0.53069  1.43627  2.32262  0.001
H  1.67860  4.97671  0.06963  0.000
C  -0.70035  -3.92402  -0.32805  0.004
H  -0.91107  0.81158  4.00648  -0.001
C  -0.62066  -2.49649  -0.17973  0.016
O  -0.33985  1.10560  2.03178  -0.004
N  -3.95605  3.13713  -0.71822  0.016
H  -0.31718  -0.67593  3.19600  0.001
C  0.76854  -4.44823  -0.35776  0.000
H  -0.99843  -3.75952  -2.50834  0.000
C  -1.41162  -4.29304  -1.65356  0.003
N  -1.63708  3.23082  -0.63757  0.046
C  1.84166  2.27551  -0.43322  0.011
H  4.57888  -0.40891  -0.43098  0.000
H  1.31631  -4.06288  -1.21825  0.000
C  3.82555  0.36950  -0.43468  0.007
H  -0.02362  5.22668  -0.30560  0.000
H  -4.07476  4.08276  -1.07896  0.000
C  4.15182  1.68522  -0.69967  0.008
C  -0.92573  0.21848  3.09292  0.007

=====

Density functional theory data (the ωB97M-V functional and the def2-TZVPD basis) for a structure of composition C14H23N2PReSe at a distorted geometry.

- Total charge: +2
- LUMO (spin up / spin down): -7.87 / -9.15 eV
- Spin multiplicity: 4
- E_HOMO (spin up / spin down): -13.486 / -14.441 eV
- Frontier orbital gap (spin up / spin down): 5.62 / 5.29 eV

Each line ends with the Löwdin spin population.
Positions of all 42 atoms, in Å:
N  -0.71929  0.31980  2.67204  0.055
H  -1.24810  -2.12255  1.44649  0.001
H  0.25439  -2.27301  -2.25910  0.004
H  -3.00409  -2.06090  -1.68812  0.000
H  0.09962  2.89297  -1.19730  0.004
C  -2.52717  -1.11143  -1.43917  0.012
H  2.62292  4.05256  1.67279  0.000
C  -2.35914  1.28548  -1.82329  0.040
C  -1.56546  -1.09271  -0.42106  0.001
H  1.82970  -3.09829  -2.33471  0.035
H  1.81684  1.08808  -1.20842  0.000
H  0.90521  4.50394  1.81885  0.000
H  -3.68837  -0.03492  -2.86922  0.000
H  3.19074  1.43618  -0.12987  0.001
C  1.22460  -2.37554  -1.76359  0.068
H  -0.58230  -4.01293  -0.79499  0.019
C  2.12292  -2.64180  0.50730  0.066
H  -2.65297  2.19076  -2.35577  0.002
H  -0.00249  -3.96280  0.90149  0.006
H  1.73632  4.65677  0.22532  0.003
H  -2.27893  -2.96184  0.28959  0.002
C  1.66081  4.06777  1.14887  0.017
H  -0.74711  2.84289  2.57206  0.012
Re  -0.83314  1.55738  1.26642  1.145
H  -1.37355  3.55387  -0.36714  0.024
C  -1.41621  1.37568  -0.77268  0.054
H  3.08271  -2.93085  0.04498  0.019
Se  -0.25854  -2.15647  4.17349  0.230
P  1.14924  2.36001  0.75413  0.127
C  -0.56505  -0.66031  3.35196  0.081
C  2.28359  1.85903  -0.58036  0.022
H  1.74535  -1.40570  -1.79554  0.018
N  1.03710  -2.80577  -0.41612  0.592
C  -2.91292  0.04831  -2.11173  -0.004
C  -0.71659  2.68159  -0.48698  0.139
H  -1.46959  2.60709  2.64072  0.017
C  -0.21605  -3.35356  0.00840  0.064
C  -0.99581  0.16011  -0.11704  0.023
C  -1.35565  -2.36696  0.38215  0.055
H  2.54292  2.72831  -1.19834  0.003
H  2.23821  -1.59137  0.84653  0.036
H  1.94534  -3.24889  1.40700  0.004

=====

Density functional theory data (the ωB97M-V functional and the def2-TZVPD basis) for the molecule C14H23N5O3 at a distorted geometry.

- SMILES string: CCCCCC[C@@H]([C@H](C)O)[N@+]1([O-])C(=O)Nc2c(N)ncnc21
- LUMO: 0.03 eV
- E_HOMO: -8.813 eV
- Frontier orbital gap: 8.85 eV

Each line ends with the Mulliken charge.
Positions of all 45 atoms, in Å:
N  3.92976  2.53102  -0.86728  -0.389
C  1.32460  -2.49817  1.59549  -0.446
H  1.79866  -2.54206  0.59798  0.365
H  2.45041  -4.10829  2.14028  0.391
C  -0.00711  -1.82909  1.47707  -1.133
H  -4.65688  1.93500  -1.30925  0.319
H  0.39317  -1.17949  -0.46595  0.344
H  4.78488  2.86472  -0.29904  0.307
C  0.67633  -5.08464  1.51631  -0.954
O  -1.72834  3.09091  -1.29101  -0.838
H  -1.53411  0.73943  1.15983  0.311
H  0.84249  -5.07405  0.43451  0.277
H  3.99914  2.12083  -1.77957  0.161
N  1.31990  1.78289  -2.21652  -0.032
H  -0.22393  -1.46400  2.51125  0.281
C  0.06850  -0.66929  0.46494  -0.073
H  -0.94565  0.07156  -1.81595  0.061
C  1.54552  3.19408  1.41314  -0.387
N  -0.83432  2.16011  -1.24862  1.283
H  -2.10303  -0.72295  0.35108  0.671
N  0.35391  2.80270  0.94606  -0.548
H  1.07587  -3.83347  3.22394  0.414
H  1.41239  3.48910  2.38366  0.494
H  -2.86290  -1.14495  -2.36789  0.346
C  2.76153  2.62487  -0.36130  0.054
H  2.04917  1.58606  -2.84371  0.161
C  1.58836  2.22678  -0.94087  0.909
C  -4.03212  1.34252  -0.56819  -1.329
H  0.77129  0.12616  0.79955  0.029
H  -0.81574  -2.40222  1.27624  0.714
H  -4.64164  0.64439  -0.09393  0.388
C  -1.46564  0.73696  -1.08539  0.035
H  0.99459  -5.99852  2.04668  0.341
H  1.82917  -1.70946  2.26496  0.254
H  -3.58543  2.07935  0.14174  0.323
N  2.76172  3.02577  0.86433  -0.687
H  -0.42117  -4.72967  1.64382  0.210
H  -2.96751  1.36997  -2.46129  0.477
O  -0.14788  1.85343  -3.70723  -0.652
C  0.29747  2.42849  -0.33844  0.003
C  1.41174  -3.91300  2.23229  -0.811
C  0.08037  1.99102  -2.52003  0.231
C  -2.93475  0.74241  -1.55028  -0.103
O  -3.29922  -0.67240  -1.66333  -0.571
C  -1.31355  0.01520  0.30992  -1.201

=====

One value per record, in order, for M: 610.7 501.7 515.5 309.4 g/mol.